1.
Computed, not measured: a structure of composition C47H41Br2N6OPZr, with the ωB97M-V functional and the def2-TZVPD basis.

Each line ends with the Löwdin charge.
Positions of all 99 atoms, in Å:
Zr1 0.811 0.318 0.396  1.75
C1 2.195 1.170 3.310  -0.09
N1 1.547 -0.082 2.877  -0.09
C2 0.401 -0.451 3.732  -0.08
C3 -0.771 0.280 3.183  -0.30
N2 -0.889 0.428 1.882  0.01
C4 -2.033 1.224 1.691  -0.23
C5 -2.603 1.736 0.530  -0.02
C6 -3.739 2.505 0.670  -0.04
C7 -4.296 2.777 1.933  -0.05
C8 -3.727 2.289 3.091  0.01
C9 -2.584 1.517 2.929  -0.17
N3 -1.751 0.886 3.862  0.22
C10 3.000 1.685 2.166  -0.31
N4 2.902 1.178 0.959  0.03
C11 3.735 1.966 0.150  -0.20
C12 4.026 1.873 -1.209  -0.01
C13 4.884 2.814 -1.736  -0.05
C14 5.454 3.821 -0.934  -0.05
C15 5.191 3.905 0.418  0.01
C16 4.320 2.952 0.933  -0.17
N5 3.836 2.734 2.222  0.21
H1 2.829 1.028 4.192  0.15
H2 1.421 1.899 3.567  0.14
H3 2.228 -0.839 2.899  0.13
H4 0.567 -0.231 4.791  0.14
H5 0.223 -1.528 3.632  0.12
H6 -2.191 1.542 -0.453  0.09
H7 -4.214 2.915 -0.210  0.12
H8 -5.186 3.385 1.999  0.12
H9 -4.148 2.501 4.063  0.12
H10 -1.858 0.881 4.865  0.18
H11 3.613 1.085 -1.828  0.11
H12 5.140 2.773 -2.786  0.11
H13 6.124 4.537 -1.385  0.12
H14 5.641 4.668 1.035  0.12
H15 4.045 3.279 3.044  0.18
C17 1.004 -0.512 -3.191  0.00
C18 0.913 0.955 -2.928  -0.29
C19 0.998 1.834 -4.023  0.02
C20 1.017 3.184 -3.840  0.02
C21 0.938 3.712 -2.537  -0.18
C22 1.031 5.098 -2.227  -0.62
Br1 1.249 6.371 -3.588  0.86
C23 0.991 5.517 -0.930  -0.14
C24 0.832 4.576 0.109  -0.59
Br2 0.797 5.198 1.883  0.83
C25 0.697 3.241 -0.149  -0.40
O1 0.516 2.313 0.785  -0.29
C26 0.788 2.795 -1.486  -0.15
N6 0.786 1.413 -1.680  0.04
H16 1.323 -0.685 -4.216  0.10
H17 0.035 -0.995 -3.063  0.07
H18 1.717 -1.007 -2.528  0.07
H19 1.079 1.408 -5.012  0.13
H20 1.112 3.852 -4.685  0.10
H21 1.082 6.566 -0.688  0.11
C27 -2.897 -4.366 -1.095  -0.04
C28 -3.086 -2.998 -1.701  -0.26
C29 -4.173 -2.829 -2.559  -0.02
C30 -4.432 -1.630 -3.198  -0.04
C31 -3.589 -0.545 -3.004  -0.06
C32 -2.510 -0.683 -2.151  -0.13
C33 -2.250 -1.887 -1.488  -0.34
P1 -0.825 -1.887 -0.378  1.08
C34 -1.248 -2.700 1.213  -0.31
C35 -0.291 -3.556 1.766  -0.10
C36 -0.471 -4.129 3.015  -0.07
C37 -1.623 -3.843 3.732  -0.06
C38 -2.584 -3.010 3.180  -0.04
C39 -2.431 -2.432 1.921  -0.27
C40 -3.585 -1.630 1.379  -0.03
C41 0.462 -2.907 -1.146  -0.37
C42 0.198 -3.810 -2.172  -0.07
C43 1.240 -4.452 -2.823  -0.05
C44 2.550 -4.189 -2.439  -0.05
C45 2.811 -3.290 -1.415  -0.04
C46 1.777 -2.627 -0.759  -0.37
C47 2.061 -1.600 0.308  -0.29
H22 -3.143 -5.127 -1.836  0.10
H23 -3.568 -4.513 -0.248  0.09
H24 -1.887 -4.561 -0.748  0.06
H25 -4.824 -3.676 -2.737  0.13
H26 -5.284 -1.548 -3.857  0.12
H27 -3.775 0.393 -3.507  0.11
H28 -1.858 0.170 -1.991  0.07
H29 0.600 -3.800 1.204  0.10
H30 0.273 -4.805 3.413  0.11
H31 -1.787 -4.286 4.704  0.11
H32 -3.498 -2.819 3.730  0.12
H33 -4.062 -1.056 2.174  0.09
H34 -4.344 -2.296 0.964  0.10
H35 -3.312 -0.940 0.587  0.05
H36 -0.818 -3.996 -2.496  0.10
H37 1.032 -5.144 -3.625  0.11
H38 3.369 -4.685 -2.940  0.11
H39 3.834 -3.089 -1.121  0.12
H40 3.139 -1.431 0.383  0.05
H41 1.762 -2.041 1.275  0.03

Cartesian forces (eV/Å) of the 3 atoms listed first:
-0.3 -0.2 1.1
0.0 -0.1 0.0
-0.1 0.1 -0.1

## Properties
Net charge: +2
E (eV): -211040.742
F_max (eV Å⁻¹): 1.12
LUMO (Eh): -0.212
Spin multiplicity: 1
Frontier orbital gap (Eh): 0.258


2.
Computed, not measured: a structure of composition C47H41Cl5I2N4O4PbS2, with the ωB97M-V functional and the def2-TZVPD basis.

Each line ends with the Löwdin charge.
Positions of all 106 atoms, in Å:
Pb1 -3.060 -0.672 0.022  1.36
C1 -4.640 0.175 -2.881  -0.21
N1 -3.674 0.767 -1.975  -0.15
C2 -3.029 1.775 -2.444  -0.16
C3 -1.899 2.387 -1.909  -0.44
C4 -1.444 3.700 -2.287  -0.07
C5 -0.224 3.886 -1.657  -0.13
C6 -0.040 2.737 -0.846  -0.26
N2 -1.030 1.829 -1.013  -0.03
C7 -4.039 -0.658 -4.005  -0.20
C8 -4.838 -1.099 -5.058  -0.05
C9 -4.400 -2.079 -5.936  -0.08
C10 -3.077 -2.560 -5.880  -0.07
C11 -2.240 -2.053 -4.876  -0.08
C12 -2.709 -1.102 -3.986  -0.05
H1 -5.288 0.983 -3.262  0.13
H2 -5.252 -0.505 -2.242  0.12
H3 -3.348 2.229 -3.427  0.16
H4 -1.952 4.327 -2.972  0.08
H5 0.513 4.683 -1.789  0.08
H6 0.763 2.587 -0.154  0.05
H7 -5.872 -0.740 -5.066  0.12
H8 -5.077 -2.449 -6.698  0.10
H9 -2.766 -3.343 -6.527  0.09
H10 -1.213 -2.383 -4.762  0.10
H11 -2.001 -0.730 -3.246  0.08
Cl1 -5.734 -1.698 2.565  0.52
C13 -5.415 -3.276 1.740  -0.89
Cl2 -3.801 -3.883 2.405  0.52
C14 -5.400 -3.134 0.191  -0.78
O1 -6.409 -3.637 -0.299  0.05
O2 -4.411 -2.523 -0.301  -0.29
H12 -6.144 -3.990 2.104  0.06
I1 -3.374 2.434 1.793  0.19
I2 -4.663 2.034 4.143  0.12
C15 -2.479 -1.583 5.840  -0.42
S1 -0.868 -2.365 6.043  0.73
C16 -0.976 -3.774 4.884  -0.41
O3 -1.370 -0.929 2.473  -0.04
H13 -2.732 -1.033 6.734  0.03
H14 -3.248 -2.315 5.703  0.03
H15 -2.495 -0.933 4.980  -0.01
H16 -0.126 -4.368 5.105  0.01
H17 -0.917 -3.387 3.863  0.01
H18 -1.870 -4.351 4.991  0.02
Cl3 0.585 -1.574 -7.825  0.70
C17 1.337 -1.316 -6.312  -0.70
C18 2.399 -2.115 -5.922  -0.10
C19 2.888 -1.968 -4.609  -0.01
C20 2.339 -1.055 -3.703  -0.18
C21 2.961 -0.925 -2.322  -0.26
C22 2.635 -2.145 -1.395  -0.05
N3 1.203 -2.392 -1.259  -0.06
C23 0.537 -3.579 -1.632  -0.03
C24 -0.777 -3.361 -1.315  -0.11
N4 -0.933 -2.077 -0.760  -0.04
C25 0.286 -1.545 -0.699  -0.14
O4 4.389 -0.845 -2.584  -0.11
C26 5.143 0.056 -1.731  -0.13
C27 4.763 1.535 -1.891  -0.32
C28 4.077 2.293 -0.962  -0.93
Cl4 3.480 1.697 0.539  0.73
S2 3.881 3.938 -1.529  0.98
C29 4.875 3.615 -2.938  -0.37
C30 5.198 2.287 -3.032  -0.13
C31 1.322 -0.202 -4.149  -0.57
Cl5 0.598 1.052 -3.244  0.89
C32 0.771 -0.389 -5.423  -0.14
H19 2.861 -2.834 -6.616  0.11
H20 3.751 -2.588 -4.326  0.13
H21 2.618 -0.004 -1.821  0.11
H22 2.989 -1.903 -0.381  0.13
H23 3.108 -3.066 -1.778  0.14
H24 1.028 -4.440 -2.030  0.11
H25 -1.665 -3.990 -1.423  0.12
H26 0.524 -0.555 -0.337  0.13
H27 6.183 -0.043 -2.082  0.13
H28 5.111 -0.232 -0.667  0.11
H29 5.115 4.433 -3.595  0.06
H30 5.696 1.904 -3.896  0.11
H31 -0.067 0.244 -5.703  0.11
C33 -0.663 -0.141 3.006  -0.25
C34 0.115 0.750 3.497  0.04
C35 1.019 1.593 4.095  -0.08
C36 2.464 1.406 3.915  -0.19
C37 2.868 0.164 3.448  -0.07
C38 4.193 -0.205 3.339  -0.09
C39 5.214 0.706 3.666  -0.07
C40 4.829 1.952 4.151  -0.08
C41 3.496 2.336 4.239  -0.04
C42 0.526 2.640 5.012  -0.17
C43 1.246 3.066 6.137  -0.02
C44 0.634 3.924 7.066  -0.07
C45 -0.703 4.307 6.933  -0.07
C46 -1.403 3.863 5.806  -0.08
C47 -0.774 3.114 4.829  -0.04
H32 2.027 -0.518 3.265  0.12
H33 4.401 -1.180 2.900  0.11
H34 6.224 0.418 3.476  0.10
H35 5.590 2.687 4.421  0.11
H36 3.237 3.385 4.503  0.13
H37 2.300 2.777 6.283  0.11
H38 1.168 4.188 7.965  0.10
H39 -1.181 4.966 7.650  0.11
H40 -2.456 4.071 5.756  0.07
H41 -1.315 2.834 3.914  0.03

Cartesian forces (eV/Å) of the 3 atoms listed first:
0.6 0.0 -0.3
-0.6 -0.3 0.4
0.3 -1.2 0.2

## Properties
Net charge: 0
E (eV): -169284.655
F_max (eV Å⁻¹): 2.27
LUMO (Eh): -0.072
Spin multiplicity: 1
Frontier orbital gap (Eh): 0.198


3.
Computed, not measured: a structure of composition C47H41FeN5O2PSeTe, with the ωB97M-V functional and the def2-TZVPD basis.

Each line ends with the Löwdin spin population.
Positions of all 99 atoms, in Å:
Fe1 14.176 12.951 12.859  3.76
O1 12.314 11.172 16.357  0.01
C1 12.898 11.376 15.294  0.01
N1 13.079 12.573 14.701  0.04
C2 12.239 13.641 14.919  0.01
O2 11.135 13.571 15.397  0.01
C3 12.843 15.031 14.612  0.01
C4 12.349 16.173 15.218  0.00
C5 13.067 17.324 15.071  0.00
C6 14.264 17.327 14.374  0.00
C7 14.619 16.148 13.711  0.01
N2 13.945 15.031 13.837  0.04
C8 13.661 10.111 14.731  0.00
C9 13.316 8.910 15.311  0.00
C10 14.110 7.804 15.050  0.00
C11 15.208 8.014 14.273  0.00
C12 15.493 9.299 13.785  0.00
N3 14.735 10.359 13.982  0.02
H1 11.409 16.095 15.868  0.00
H2 12.747 18.232 15.633  0.00
H3 14.788 18.255 14.272  0.00
H4 15.489 16.053 13.106  0.00
H5 12.476 8.965 15.929  0.00
H6 13.832 6.839 15.474  0.00
H7 15.865 7.166 14.071  0.00
H8 16.389 9.467 13.172  0.00
C13 19.435 12.807 17.606  0.00
Te1 17.464 12.598 16.814  0.00
C14 18.114 10.523 16.667  0.00
C15 19.603 10.557 16.437  0.00
C16 20.333 9.564 15.784  0.00
C17 21.691 9.738 15.550  0.00
C18 22.316 10.927 15.961  0.00
C19 21.602 11.869 16.645  0.00
C20 20.230 11.715 16.908  0.00
H9 19.349 12.673 18.746  0.00
H10 19.847 13.813 17.452  0.00
H11 17.514 9.953 16.008  0.00
H12 17.936 10.103 17.622  0.00
H13 19.789 8.669 15.438  0.00
H14 22.267 8.996 15.011  0.00
H15 23.390 11.169 15.748  0.00
H16 22.143 12.761 17.005  0.00
C21 17.792 14.293 11.738  0.00
N4 16.896 13.818 10.704  0.01
C22 16.145 12.701 10.846  0.02
Se1 12.794 13.646 10.951  0.95
N5 15.651 12.388 9.650  0.01
C23 15.913 13.440 8.765  0.00
C24 15.629 13.599 7.444  0.00
C25 15.986 14.843 6.888  0.00
C26 16.630 15.818 7.619  0.00
C27 16.979 15.624 8.944  0.00
C28 16.671 14.365 9.432  0.00
H17 17.176 14.381 12.607  0.00
H18 18.239 15.273 11.547  0.00
H19 18.585 13.565 11.838  0.00
H20 14.890 11.724 9.496  0.01
H21 15.095 12.835 6.871  0.00
H22 15.900 15.025 5.808  0.00
H23 16.894 16.759 7.147  0.00
H24 17.588 16.318 9.542  0.00
C29 8.267 9.527 12.179  0.00
C30 9.150 10.559 12.614  0.00
C31 10.519 10.548 12.169  0.00
C32 10.844 9.648 11.096  0.00
C33 9.934 8.725 10.652  0.00
C34 8.709 8.532 11.315  0.00
P1 12.574 9.672 10.322  0.02
C35 12.480 10.260 8.589  0.01
C36 13.623 10.202 7.820  0.00
C37 13.529 10.492 6.453  0.00
C38 12.285 10.628 5.826  0.00
C39 11.133 10.636 6.630  0.00
C40 11.233 10.516 7.993  0.00
C41 12.895 7.896 10.092  0.00
C42 13.628 7.363 11.148  0.00
C43 14.125 6.069 11.161  0.00
C44 13.895 5.308 9.992  0.00
C45 13.057 5.783 8.987  0.00
C46 12.671 7.117 8.962  0.00
H25 7.298 9.464 12.699  0.00
H26 8.802 11.187 13.399  0.00
H27 11.229 11.201 12.630  0.00
H28 10.223 7.992 9.883  0.00
H29 8.077 7.734 11.000  0.00
H30 14.590 9.909 8.335  0.00
H31 14.410 10.494 5.863  0.00
H32 12.182 10.858 4.784  0.00
H33 10.125 10.800 6.244  0.00
H34 10.303 10.444 8.550  0.00
H35 13.683 8.037 12.053  0.00
H36 14.661 5.709 12.025  0.00
H37 14.330 4.324 9.909  0.00
H38 12.853 5.044 8.205  0.00
H39 12.043 7.525 8.193  0.00
C47 16.002 12.040 12.067  0.03
H40 15.650 11.029 12.063  0.00
H41 16.792 12.188 12.793  0.01

Cartesian forces (eV/Å) of the 3 atoms listed first:
-0.6 0.0 0.6
0.1 0.3 -0.9
-0.3 -1.3 1.3

## Properties
Net charge: 0
E (eV): -177264.196
F_max (eV Å⁻¹): 2.84
LUMO (spin up / spin down) (Eh): 0.006 / -0.025
Spin multiplicity: 6
Frontier orbital gap (spin up / spin down) (Eh): 0.280 / 0.244


It is found that the energy relative to the best compared isomer or geometry (same formula, charge and spin) values, taken in the order of the records, are 9.0, 0.0, 0.0 kcal/mol.